Density functional theory data (the ωB97M-V functional and the def2-TZVPD basis) for a structure of composition C6H20N10O8Zn in a non-equilibrium geometry.

Results
* highest occupied orbital energy: -4.467 eV
* LUMO energy: -0.3 eV
* ΔE to the lowest compared entry with this formula, charge and spin: 0.0 kJ/mol
* max |F|: 2.12 eV/A
* Kohn-Sham gap: 4.17 eV
* E: -86250.5967 eV

Geometry as ORCA input:
```
! RIJCOSX wB97M-V def2-TZVPD def2/J DEFGRID3
* xyz 0 1
Zn 0.433 -0.364 0.514
C 3.117 -1.439 1.712
O 3.870 -2.003 0.827
O 1.834 -1.275 1.407
O 3.547 -1.025 2.826
C -1.369 0.416 3.061
O -0.698 0.024 2.127
N -1.233 -0.103 4.313
N -2.291 1.425 2.944
H -0.690 -0.942 4.424
H -1.815 0.202 5.068
H -2.424 1.868 2.055
H -2.868 1.657 3.729
C -1.974 1.251 -1.145
O -0.962 0.904 -0.547
N -2.742 0.384 -1.871
N -2.481 2.519 -0.981
H -3.708 0.609 -2.018
H -2.411 -0.557 -1.987
H -3.269 2.823 -1.525
H -1.797 3.219 -0.746
C 2.091 -1.087 -2.241
O 1.411 -0.535 -1.361
N 3.081 -1.974 -1.988
N 1.744 -0.934 -3.566
H 3.496 -2.567 -2.678
H 3.329 -2.041 -0.942
H 2.223 -1.372 -4.326
H 0.960 -0.334 -3.744
C -1.277 -2.722 -0.935
O -0.869 -2.000 -0.039
N -0.437 -3.426 -1.740
N -2.626 -2.915 -1.139
H 0.537 -3.453 -1.472
H -0.753 -4.140 -2.369
H -2.878 -3.666 -1.754
H -3.231 -2.457 -0.486
C 1.538 2.725 0.755
O 1.407 1.517 0.675
N 0.632 3.543 1.381
N 2.649 3.362 0.273
H -0.192 3.160 1.798
H 0.912 4.489 1.558
H 2.889 4.305 0.515
H 3.295 2.930 -0.361
*
```

Density functional theory data (the ωB97M-V functional and the def2-TZVPD basis) for a cluster of 3 separate species, C6H20N2O2 in total in a non-equilibrium geometry.

Results
* highest occupied orbital energy (alpha / beta): 1.033 / -4.967 eV
* LUMO energy (alpha / beta): 3.5 / 3.4 eV
* ΔE to the lowest compared entry with this formula, charge and spin: 110.3 kJ/mol
* max |F|: 2.95 eV/A
* Kohn-Sham gap (alpha / beta): 2.47 / 8.40 eV
* E: -13619.0562 eV

Geometry as ORCA input:
```
! RIJCOSX wB97M-V def2-TZVPD def2/J DEFGRID3
* xyz -1 2
C 2.465 0.880 -0.682
N 1.066 0.841 -1.176
C 0.754 1.289 -2.486
C -0.318 2.429 0.251
C 0.115 0.953 -0.107
C -1.127 0.086 -0.289
N -0.774 -1.332 -0.074
C -1.856 -2.294 -0.041
H 2.671 1.949 -0.524
H 2.567 0.350 0.267
H 3.064 0.274 -1.366
H 0.093 2.172 -2.454
H 0.224 0.511 -3.065
H 1.665 1.430 -3.076
H 0.270 2.939 1.005
H -0.403 3.083 -0.623
H -1.326 2.350 0.669
H 0.549 0.689 0.860
H -1.543 0.108 -1.335
H -2.048 0.459 0.155
H -0.227 -1.568 -0.907
H -1.551 -3.290 -0.369
H -2.756 -1.963 -0.584
H -2.194 -2.420 0.985
H 0.767 -1.306 1.371
H 1.439 -2.541 2.076
O 1.362 -1.598 2.079
H -1.481 -1.832 2.709
H -0.344 -1.098 3.167
O -1.123 -1.550 3.563
*
```

Density functional theory data (the ωB97M-V functional and the def2-TZVPD basis) for a cluster of 3 separate species, C6H20N2O2 in total in a non-equilibrium geometry.

Results
* highest occupied orbital energy: -8.584 eV
* LUMO energy: 0.7 eV
* ΔE to the lowest compared entry with this formula, charge and spin: 339.0 kJ/mol
* max |F|: 6.92 eV/A
* Kohn-Sham gap: 9.32 eV
* E: -13618.6681 eV

Geometry as ORCA input:
```
! RIJCOSX wB97M-V def2-TZVPD def2/J DEFGRID3
* xyz 0 1
C 0.503 -0.803 -0.639
N -0.298 0.393 -1.147
C 0.678 1.420 -1.557
C -1.144 0.132 -2.383
C -0.446 -1.615 0.328
C -0.185 -3.110 0.164
N -0.306 -1.139 1.780
C -1.216 -0.065 1.989
H 1.467 -0.414 -0.032
H 0.846 -1.429 -1.366
H 1.168 1.655 -0.539
H 1.479 1.081 -2.215
H 0.199 2.361 -1.904
H -1.947 0.940 -2.263
H -0.655 0.379 -3.373
H -1.660 -0.802 -2.337
H -1.534 -1.340 0.077
H -0.731 -3.397 -0.751
H 0.834 -3.475 0.156
H -0.686 -3.482 0.979
H -0.553 -1.958 2.412
H -2.236 -0.093 1.752
H -0.899 0.761 1.213
H -1.104 0.321 2.963
H 1.897 1.153 1.946
H 3.218 1.473 1.289
O 2.374 1.649 1.376
H 1.108 3.168 0.728
H -0.345 2.755 0.729
O 0.175 3.483 0.626
*
```

Density functional theory data (the ωB97M-V functional and the def2-TZVPD basis) for a cluster of 4 separate species, C6H20N2O3 in total.

Results
* highest occupied orbital energy: -8.859 eV
* LUMO energy: 0.4 eV
* ΔE to the lowest compared entry with this formula, charge and spin: 0.0 kJ/mol
* max |F|: 0.65 eV/A
* Kohn-Sham gap: 9.31 eV
* E: -15668.9655 eV

Geometry as ORCA input:
```
! RIJCOSX wB97M-V def2-TZVPD def2/J DEFGRID3
* xyz 0 1
N 0.497 -0.848 -1.657
C -0.497 -0.167 -2.493
C -1.646 0.289 -1.569
C -1.095 0.203 -0.138
C 0.362 -0.293 -0.305
C 1.417 0.810 -0.126
N 1.308 1.422 1.202
C 2.012 0.656 2.226
H 0.277 -1.838 -1.627
H -0.858 -0.825 -3.281
H -0.028 0.705 -2.960
H -2.536 -0.324 -1.709
H -2.000 1.286 -1.850
H -1.646 -0.522 0.453
H -1.127 1.155 0.384
H 0.598 -1.093 0.393
H 1.273 1.574 -0.892
H 2.401 0.370 -0.329
H 1.682 2.360 1.202
H 1.725 1.019 3.211
H 3.104 0.685 2.110
H 1.751 -0.402 2.166
H -0.266 -2.247 3.091
H -0.443 -0.939 2.250
O -0.796 -1.828 2.400
H -1.703 -3.525 -0.151
H -0.767 -2.754 0.849
O -0.792 -3.283 0.023
H -0.300 3.039 0.296
H -0.463 2.737 -1.174
O -0.477 3.467 -0.554
*
```

Density functional theory data (the ωB97M-V functional and the def2-TZVPD basis) for a cluster of 2 separate species, C6H20N3Si in total in a non-equilibrium geometry.

Results
* highest occupied orbital energy: -12.845 eV
* LUMO energy: -2.8 eV
* ΔE to the lowest compared entry with this formula, charge and spin: 231.5 kJ/mol
* max |F|: 5.33 eV/A
* Kohn-Sham gap: 10.09 eV
* E: -18886.1027 eV

Geometry as ORCA input:
```
! RIJCOSX wB97M-V def2-TZVPD def2/J DEFGRID3
* xyz 1 1
C 3.000 0.466 -0.503
C 0.282 -1.821 0.841
C 2.673 -2.292 0.141
C -3.236 1.466 0.320
C -2.845 -0.589 -0.939
C 1.664 -0.068 -0.184
N 0.616 0.784 -0.001
N 1.565 -1.308 0.250
N -2.497 0.211 0.320
Si 0.550 2.561 -0.123
H 3.142 1.579 -0.148
H 3.675 -0.080 0.047
H 3.233 0.422 -1.513
H -0.472 -1.991 0.045
H 0.761 -2.769 1.158
H -0.039 -1.149 1.629
H 2.989 -2.145 -0.936
H 3.574 -1.841 0.716
H 2.578 -3.283 0.498
H -3.006 2.095 -0.679
H -4.313 1.417 0.327
H -2.782 2.234 1.057
H -2.576 -0.250 -1.985
H -2.584 -1.635 -0.561
H -3.870 -0.752 -0.941
H -0.378 0.371 0.194
H -2.829 -0.414 1.042
H -0.848 2.802 0.584
H 0.391 2.799 -1.532
H 1.579 3.177 0.877
*
```

Density functional theory data (the ωB97M-V functional and the def2-TZVPD basis) for a structure of composition C6H20N4O16V in a non-equilibrium geometry.

Results
* highest occupied orbital energy (alpha / beta): -5.554 / -5.544 eV
* LUMO energy (alpha / beta): 0.4 / 1.6 eV
* max |F|: 7.22 eV/A
* Kohn-Sham gap (alpha / beta): 5.98 / 7.11 eV
* E: -70940.0055 eV

Geometry as ORCA input:
```
! RIJCOSX wB97M-V def2-TZVPD def2/J DEFGRID3
* xyz -1 3
V -0.263 0.490 0.271
N -0.372 3.634 -0.851
O -0.664 2.440 -0.777
O -0.320 4.414 0.112
O -0.123 4.124 -1.949
N 2.322 2.452 1.421
O 3.387 2.186 0.887
O 2.156 3.338 2.259
O 1.384 1.781 1.013
N -1.494 2.227 2.932
O -0.531 2.943 3.298
O -1.336 1.525 1.960
O -2.613 2.364 3.351
N -1.243 -2.711 0.739
O -0.961 -1.515 0.543
O -2.367 -3.108 0.594
O -0.239 -3.374 0.965
C 3.184 -1.930 -1.529
C 2.897 -0.700 -0.631
O 1.640 -0.881 0.015
H 2.643 -1.956 -2.475
H 2.798 -2.853 -1.095
H 4.244 -2.141 -1.668
H 2.827 0.250 -1.161
H 3.693 -0.541 0.096
H 1.695 -1.679 0.546
C -0.593 -0.812 -3.972
C -0.154 -1.139 -2.587
O 0.018 0.085 -1.893
H -1.027 -1.703 -4.425
H 0.134 -0.513 -4.728
H -1.421 -0.106 -3.921
H 0.716 -1.790 -2.500
H -0.905 -1.736 -2.069
H 0.679 0.573 -2.390
C -3.805 -0.275 -0.069
O -2.726 0.545 -0.532
H -3.621 -0.595 0.956
H -4.756 0.251 -0.160
H -3.864 -1.149 -0.718
H -2.947 0.815 -1.426
C -0.008 -0.401 3.808
O 0.735 -0.432 2.588
H 0.384 0.389 4.448
H -1.090 -0.504 3.727
H 0.396 -1.299 4.275
H 1.510 -0.982 2.721
*
```

Density functional theory data (the ωB97M-V functional and the def2-TZVPD basis) for a cluster of 6 separate species, C6H20N5O12S3 in total.

Results
* highest occupied orbital energy: -12.630 eV
* LUMO energy: -4.8 eV
* max |F|: 0.52 eV/A
* Kohn-Sham gap: 7.80 eV
* E: -71050.2244 eV

Geometry as ORCA input:
```
! RIJCOSX wB97M-V def2-TZVPD def2/J DEFGRID3
* xyz 1 1
C 0.668 3.163 2.182
S -0.333 4.583 2.090
O -1.067 4.834 3.282
O 0.286 5.600 1.315
S -2.056 4.005 0.724
S -3.221 2.693 1.807
H 1.614 3.516 2.601
H 0.169 2.418 2.796
H 0.814 2.779 1.176
H -1.406 3.186 -0.141
H -2.508 2.885 2.929
C -1.737 -0.745 -0.515
N -0.855 -0.507 0.653
O -0.338 -1.442 1.195
O -0.710 0.668 0.994
H -1.782 -1.812 -0.707
H -2.711 -0.339 -0.257
H -1.309 -0.186 -1.340
C 3.259 5.572 -0.678
N 3.251 4.095 -0.877
O 2.848 3.388 0.035
O 3.654 3.684 -1.937
H 2.874 5.792 0.309
H 4.288 5.900 -0.798
H 2.643 6.003 -1.462
C -0.793 -5.183 1.989
N -1.714 -5.152 0.821
O -1.997 -4.064 0.350
O -2.125 -6.211 0.409
H -0.523 -4.161 2.227
H -1.324 -5.664 2.806
H 0.071 -5.777 1.705
C -3.296 1.944 -4.320
N -2.389 1.415 -3.267
O -1.783 0.394 -3.487
O -2.306 2.058 -2.228
H -3.254 1.267 -5.165
H -4.292 1.999 -3.889
H -2.943 2.939 -4.575
C 3.579 -6.473 -0.354
N 2.716 -6.535 0.858
O 3.112 -6.005 1.873
O 1.655 -7.119 0.745
H 4.479 -5.927 -0.100
H 3.790 -7.497 -0.647
H 3.002 -5.979 -1.130
*
```

Density functional theory data (the ωB97M-V functional and the def2-TZVPD basis) for a cluster of 2 separate species, C6H20Si3 in total in a non-equilibrium geometry.

Results
* highest occupied orbital energy: -8.529 eV
* LUMO energy: 0.5 eV
* ΔE to the lowest compared entry with this formula, charge and spin: 211.5 kJ/mol
* max |F|: 3.54 eV/A
* Kohn-Sham gap: 9.00 eV
* E: -30175.9406 eV

Geometry as ORCA input:
```
! RIJCOSX wB97M-V def2-TZVPD def2/J DEFGRID3
* xyz 0 1
C -4.030 -0.987 0.437
C -0.469 -1.741 1.001
C 2.038 1.685 0.849
C 3.516 -0.857 0.581
C 2.712 0.660 -2.171
C -1.959 1.464 1.713
Si -2.977 0.684 0.544
Si 0.379 -1.152 -0.526
Si 2.274 0.163 -0.299
H -3.416 -1.834 0.647
H -4.456 -0.728 1.366
H -4.811 -1.288 -0.332
H -0.931 -0.925 1.491
H -1.111 -2.563 0.989
H 0.463 -1.900 1.613
H 2.955 2.207 0.861
H 1.195 2.294 0.569
H 1.848 1.241 1.780
H 4.385 -0.365 0.864
H 3.303 -1.400 1.519
H 3.903 -1.690 -0.112
H 1.810 0.558 -2.790
H 2.984 1.818 -2.236
H 3.568 0.061 -2.508
H -2.028 1.390 2.745
H -1.900 2.533 1.472
H -2.857 1.429 -0.680
H 1.374 -2.179 -1.132
H -0.636 -1.077 -1.722
*
```